(1)
This record from OMol25 describes a 2-piece molecular cluster, C5H14 overall at a distorted geometry. The level of theory is ωB97M-V with the def2-TZVPD basis set.

Last column: natural (NBO) charge in e.
Atoms and positions in Å:
C -0.687 1.198 2.284  -0.61
C -1.377 -0.072 2.798  -0.61
H -0.726 1.299 1.198  0.17
H -1.285 2.039 2.631  0.22
H 0.309 1.326 2.701  0.21
H -1.233 -0.086 3.878  0.22
H -0.955 -0.991 2.401  0.19
H -2.452 0.012 2.690  0.21
C 0.554 -0.889 -2.169  -0.28
C -0.376 0.010 -1.422  -0.65
C 2.031 -0.554 -2.155  -0.55
H 0.782 -1.799 -1.483  0.44
H 0.135 -1.194 -3.122  0.27
H -0.502 0.921 -2.022  0.29
H 1.967 0.482 -2.609  0.37
H 2.482 -0.328 -1.185  0.28
H 0.020 0.218 -0.424  0.25
H -1.348 -0.438 -1.176  0.29
H 2.660 -1.151 -2.812  0.28

As for the spin multiplicity: 2. As for the energy above the lowest of the compared OMol25 structures with the same formula, charge and spin: 6.57 kcal per mole. The energy is -198.4765 hartree. The expectation value of S² is 0.7527. The orbital gap (spin up / spin down) is 11.290 / 4.274 eV. The charge is +1.

***

(2)
This record from OMol25 describes C5H14AlClNaO3P as an isolated structure. The level of theory is ωB97M-V with the def2-TZVPD basis set.

Last column: natural (NBO) charge in e.
Atoms and positions in Å:
C -1.889 -2.354 0.373  -0.61
C -0.711 -2.365 -0.595  -0.39
C -0.022 -1.001 -0.763  -0.42
C 0.392 -0.288 0.530  -0.73
C 1.742 -0.816 1.032  -0.69
Al 0.644 1.694 0.395  1.00
Cl 2.755 2.065 -0.212  -0.62
P -0.863 2.677 -1.148  1.81
O -1.498 1.743 -2.095  -1.12
O -0.067 3.847 -1.962  -1.00
O -2.032 3.497 -0.370  -0.99
H -1.556 -2.253 1.407  0.19
H -2.546 -1.510 0.165  0.22
H -2.452 -3.284 0.311  0.21
H 0.005 -3.142 -0.306  0.17
H -1.080 -2.661 -1.579  0.21
H 0.886 -1.163 -1.353  0.19
H -0.670 -0.366 -1.368  0.26
H -0.331 -0.463 1.328  0.22
H 2.049 -0.217 1.901  0.19
H 2.480 -0.691 0.233  0.22
H 1.674 -1.897 1.274  0.14
H 0.468 2.379 1.843  -0.40
H 0.644 4.210 -1.426  0.49
H -1.656 4.224 0.133  0.49
Na 3.633 -1.863 2.252  0.99

The energy is -1631.0413 hartree. The orbital gap is 5.341 eV.

***

(3)
This record from OMol25 describes a 4-piece molecular cluster, C5H14BBrN7O8 overall at a distorted geometry. The level of theory is ωB97M-V with the def2-TZVPD basis set.

Last column: natural (NBO) charge in e.
Atoms and positions in Å:
N 2.583 -2.725 1.197  -0.85
C 2.132 -1.563 0.612  0.61
N 2.877 -0.536 -0.216  -0.40
C 1.738 0.430 -0.501  0.25
N 0.412 0.012 0.111  -0.29
Br -1.184 0.995 -0.050  0.43
N 0.647 -1.188 0.784  -0.51
B -0.449 -1.965 1.516  1.29
O -1.442 -1.392 2.445  -0.91
O -0.494 -3.440 1.217  -0.88
H 3.022 -3.498 0.635  0.46
H 2.474 -2.811 2.248  0.45
H 1.958 1.397 -1.131  0.30
H -2.296 -1.281 1.895  0.53
H -0.551 -3.448 0.196  0.50
C -6.145 1.117 0.762  -0.48
N -4.666 0.949 0.789  0.53
O -3.990 1.940 1.089  -0.36
O -4.227 -0.171 0.508  -0.41
H -6.388 2.148 1.028  0.25
H -6.483 0.890 -0.251  0.25
H -6.568 0.420 1.488  0.25
C 5.230 1.372 1.373  -0.48
N 5.917 2.658 1.670  0.51
O 6.275 3.344 0.705  -0.36
O 6.077 2.943 2.862  -0.36
H 5.158 1.252 0.290  0.23
H 5.828 0.571 1.811  0.24
H 4.236 1.418 1.823  0.22
C -2.318 0.098 -3.855  -0.49
N -0.839 -0.069 -3.828  0.52
O -0.163 0.922 -3.527  -0.39
O -0.400 -1.190 -4.109  -0.36
H -2.561 1.129 -3.589  0.23
H -2.656 -0.129 -4.868  0.25
H -2.741 -0.598 -3.129  0.23

The energy is -3782.3901 hartree. The orbital gap is 8.255 eV. The charge is +1.

***

(4)
This record from OMol25 describes C5H14BCl3LiNNaO4PS as an isolated structure at a distorted geometry. The level of theory is ωB97M-V with the def2-TZVPD basis set.

Last column: natural (NBO) charge in e.
Atoms and positions in Å:
O -3.834 3.143 2.547  -1.24
P -2.744 2.796 1.596  2.15
O -1.415 2.322 2.524  -1.07
O -3.114 1.481 0.732  -0.97
B -2.158 4.254 0.503  -0.46
N -1.697 3.555 -0.914  -0.43
C -0.552 3.716 -1.065  0.29
S 1.011 3.598 -0.649  -0.37
H -0.943 1.628 2.032  0.47
H -2.496 0.772 0.943  0.49
H -3.001 5.166 0.331  0.15
H -1.145 4.731 0.987  -0.08
Cl 0.496 -1.245 -1.784  -0.05
C 1.661 -0.266 -0.871  -0.41
C 1.601 -0.580 0.600  -0.36
Cl 0.059 -0.024 1.338  -0.10
H 1.456 0.784 -1.071  0.25
H 2.654 -0.503 -1.251  0.23
H 2.407 -0.072 1.126  0.22
H 1.688 -1.647 0.788  0.25
Na -4.616 4.119 4.372  0.99
Li 0.665 3.477 1.975  0.92
C 2.506 -5.434 -2.261  -0.63
C 1.721 -5.611 -0.974  -0.06
O 0.944 -4.454 -0.674  -0.73
H 3.165 -4.569 -2.187  0.21
H 3.109 -6.317 -2.478  0.21
H 1.833 -5.258 -3.103  0.20
H 2.394 -5.767 -0.133  0.17
H 1.057 -6.479 -1.049  0.16
H 0.335 -4.309 -1.404  0.47
Cl -3.023 6.963 -0.543  -0.89

As for the energy above the lowest of the compared OMol25 structures with the same formula, charge and spin: 0.00 kcal per mole. The energy is -2869.5034 hartree. The orbital gap is 3.612 eV.

***

(5)
This record from OMol25 describes an isolated ion of composition C5H14BF3O4P and charge -1 at a distorted geometry. The level of theory is ωB97M-V with the def2-TZVPD basis set.

Last column: natural (NBO) charge in e.
Atoms and positions in Å:
C 3.343 1.479 0.656  -1.03
B 2.478 0.190 0.343  0.77
O 3.106 -1.047 0.523  -0.96
P 0.627 0.380 -0.335  0.54
C 0.494 -1.561 -0.701  -0.40
O 0.349 -2.262 0.521  -0.32
O -0.345 -3.527 0.255  -0.50
C -1.121 0.701 -1.170  -0.75
C -2.409 0.423 -0.408  0.01
O -2.571 -0.939 -0.009  -0.71
C -2.629 1.270 0.858  0.96
F -1.883 2.382 0.876  -0.32
F -2.423 0.619 2.001  -0.31
F -3.928 1.703 0.911  -0.36
H 3.204 2.244 -0.115  0.23
H 4.408 1.242 0.766  0.20
H 2.972 1.891 1.603  0.23
H 2.601 -1.618 1.114  0.50
H 1.230 0.542 -1.737  -0.23
H 0.731 1.840 -0.111  -0.18
H -0.003 0.169 0.990  -0.19
H -0.381 -1.769 -1.323  0.17
H 1.400 -1.897 -1.227  0.16
H -0.805 -3.618 1.099  0.45
H -1.164 0.124 -2.104  0.19
H -1.125 1.761 -1.456  0.21
H -3.260 0.702 -1.048  0.17
H -2.894 -1.425 -0.773  0.47

The energy is -1165.5308 hartree. The orbital gap is 6.155 eV. The charge is -1.

***

(6)
This record from OMol25 describes C5H14BeN3 as an isolated structure at a distorted geometry. The level of theory is ωB97M-V with the def2-TZVPD basis set.

Last column: natural (NBO) charge in e.
Atoms and positions in Å:
C 1.790 1.128 -1.083  -0.98
Be 0.522 -0.577 -0.458  0.52
N -0.571 -0.026 1.073  -1.33
H 0.818 0.981 -0.490  0.13
H -1.490 0.295 0.705  0.39
H 0.553 -1.858 -0.028  -0.74
H 2.452 1.761 -0.491  0.26
H 1.608 1.593 -2.061  0.25
H 2.346 0.188 -1.257  0.22
H -0.757 -0.914 1.542  0.39
H -0.254 0.638 1.789  0.40
C -2.498 -3.056 -3.575  -0.51
N -1.945 -1.864 -2.959  -0.34
C -2.261 -0.537 -3.274  -0.23
C -1.455 0.252 -2.503  -0.17
N -0.663 -0.599 -1.685  -0.81
C -0.988 -1.869 -2.039  0.22
H -3.597 -3.047 -3.575  0.21
H -2.141 -3.149 -4.621  0.20
H -2.152 -3.926 -2.996  0.21
H -3.008 -0.294 -4.009  0.23
H -1.433 1.328 -2.423  0.24
H -0.611 -2.783 -1.602  0.24

As for the energy above the lowest of the compared OMol25 structures with the same formula, charge and spin: 28.38 kcal per mole. The energy is -377.8073 hartree. The orbital gap (spin up / spin down) is 2.150 / 2.150 eV. The charge is -1.

***

(7)
This record from OMol25 describes C5H14Cl2Si2 as an isolated structure at a distorted geometry. The level of theory is ωB97M-V with the def2-TZVPD basis set.

Last column: natural (NBO) charge in e.
Atoms and positions in Å:
C -3.596 1.658 0.443  -0.59
C 2.728 0.957 0.208  -1.15
C 1.636 -1.889 1.086  -1.16
C 1.767 -1.222 -1.989  -1.11
C -2.263 1.166 1.021  -0.92
Si 1.538 -0.514 -0.173  1.37
Si -1.414 -0.002 -0.192  1.06
Cl -1.856 -2.009 -0.072  -0.40
Cl -2.332 0.527 -2.072  -0.43
H -3.377 2.250 -0.430  0.21
H -4.199 0.827 0.244  0.20
H -4.213 2.204 1.183  0.20
H 3.602 0.799 -0.497  0.24
H 2.388 2.009 0.116  0.26
H 3.232 1.053 1.213  0.25
H 2.619 -2.533 0.861  0.24
H 1.686 -1.723 2.158  0.25
H 0.784 -2.501 0.876  0.25
H 0.828 -1.356 -2.501  0.25
H 2.238 -0.469 -2.586  0.24
H 2.552 -2.103 -2.154  0.24
H -2.578 0.744 1.958  0.25
H -1.769 2.127 1.298  0.25

As for the energy above the lowest of the compared OMol25 structures with the same formula, charge and spin: 0.00 kcal per mole. The energy is -1698.3276 hartree. The orbital gap is 8.807 eV.

***

(8)
This record from OMol25 describes a 2-piece molecular cluster, C5H14Cl2Si2 overall at a distorted geometry. The level of theory is ωB97M-V with the def2-TZVPD basis set.

Last column: natural (NBO) charge in e.
Atoms and positions in Å:
C -0.448 3.533 -4.562  -0.37
C -0.038 -2.680 0.300  -1.04
C 2.211 -0.669 1.310  -1.03
C 0.075 -1.641 3.298  -1.07
C -0.410 2.803 -3.463  -0.38
Si 0.300 -1.121 1.428  1.09
Si -1.347 0.429 0.881  0.84
Cl -1.971 0.281 -1.105  -0.41
Cl -0.832 2.378 1.026  -0.35
H -0.891 4.473 -4.530  0.19
H -0.221 3.101 -5.503  0.18
H -2.678 0.152 1.360  -0.16
H 0.692 -3.471 0.532  0.24
H -0.989 -3.017 0.858  0.23
H -0.156 -2.480 -0.703  0.24
H 2.577 -1.305 2.193  0.23
H 2.596 -0.993 0.365  0.24
H 2.326 0.364 1.453  0.23
H -0.913 -1.589 3.782  0.25
H 0.316 -2.725 3.371  0.24
H 0.866 -1.007 3.604  0.23
H -0.859 3.398 -2.756  0.18
H -0.206 1.785 -3.141  0.21

Its SMILES is C[Si](C)(C)[SiH](Cl)Cl.C=C. As for the energy above the lowest of the compared OMol25 structures with the same formula, charge and spin: 14.46 kcal per mole. The energy is -1698.3045 hartree. The orbital gap is 10.503 eV.

***

> Which of these has the lowest energy?

C5H14BBrN7O8